# 1
Here is 2 unconnected molecules or ions with the total composition C5H10O from the OMol25 dataset. Energies are from ωB97M-V/def2-TZVPD.

XYZ file:
```
16
Properties=species:S:1:pos:R:3
O -1.58 0.54 -1.32
C -0.44 0.19 -0.65
C 0.64 0.96 -0.51
C 1.73 0.25 0.24
C 1.08 -1.09 0.68
C -0.29 -1.17 -0.03
H -2.22 -0.17 -1.22
H 0.73 1.97 -0.90
H 2.08 0.83 1.10
H 2.61 0.08 -0.39
H 1.71 -1.95 0.43
H 0.94 -1.11 1.77
H -1.11 -1.39 0.67
H -0.31 -1.95 -0.81
H -2.72 1.94 0.19
H -3.16 2.19 0.73
```

Output
Largest force on an atom in Eh/bohr: 0.0061
Kohn-Sham gap in eV: 9.40
Energy above the lowest of the compared OMol25 structures with the same formula, charge and spin in eV: 1.499
HOMO level in eV: -8.407
Structure (SMILES): OC1=CCCC1.[H][H]
2S+1: 1


# 2
Here is C12H21N2O7PS2 in the gas phase in a non-equilibrium geometry from the OMol25 dataset. Energies are from ωB97M-V/def2-TZVPD.

XYZ file:
```
45
Properties=species:S:1:pos:R:3
N 1.24 -0.74 4.93
C 1.07 -0.87 3.55
O 2.00 -1.16 2.82
C -0.31 -0.62 2.97
C -0.15 0.06 1.61
C -1.48 0.59 1.09
C -2.38 -0.47 0.44
C -1.72 -1.60 -0.35
C -1.32 -2.82 0.51
C -1.33 -4.12 -0.25
O -1.40 -5.18 0.32
O -1.22 -4.03 -1.60
O -1.31 1.75 0.28
C -0.73 1.49 -0.98
C -0.05 2.78 -1.42
N -1.03 3.73 -1.97
C -0.52 4.73 -2.48
S 0.10 6.03 -3.06
O 0.96 2.47 -2.37
C 2.23 2.22 -1.80
P 3.08 0.86 -2.66
O 2.99 1.11 -4.23
O 2.27 -0.51 -2.42
S 4.91 0.71 -2.08
H 1.84 -1.48 5.25
H 0.35 -0.75 5.41
H -0.83 -1.56 2.90
H -0.86 0.06 3.62
H 0.47 0.94 1.78
H 0.39 -0.55 0.90
H -2.01 0.95 1.95
H -3.12 0.02 -0.18
H -2.94 -0.94 1.25
H -2.45 -1.97 -1.05
H -0.87 -1.29 -0.94
H -1.91 -2.90 1.40
H -0.28 -2.68 0.80
H -1.86 -4.62 -1.99
H -1.51 1.27 -1.70
H 0.04 0.73 -0.95
H 0.41 3.21 -0.53
H 2.88 3.08 -1.91
H 2.18 1.95 -0.74
H 2.25 0.62 -4.60
H 1.93 -0.49 -1.52
```

Output
Largest force on an atom in Eh/bohr: 0.0442
Kohn-Sham gap in eV: 9.12
HOMO level in eV: -8.892
Structure (SMILES): NC(=O)CC[C@H](CCCC(=O)O)OC[C@H](N=C=S)OCP(O)(O)=S
2S+1: 1


Please write out number 2 again, unchanged.
Here is C12H21N2O7PS2 in the gas phase in a non-equilibrium geometry from the OMol25 dataset. Energies are from ωB97M-V/def2-TZVPD.

XYZ file:
```
45
Properties=species:S:1:pos:R:3
N 1.24 -0.74 4.93
C 1.07 -0.87 3.55
O 2.00 -1.16 2.82
C -0.31 -0.62 2.97
C -0.15 0.06 1.61
C -1.48 0.59 1.09
C -2.38 -0.47 0.44
C -1.72 -1.60 -0.35
C -1.32 -2.82 0.51
C -1.33 -4.12 -0.25
O -1.40 -5.18 0.32
O -1.22 -4.03 -1.60
O -1.31 1.75 0.28
C -0.73 1.49 -0.98
C -0.05 2.78 -1.42
N -1.03 3.73 -1.97
C -0.52 4.73 -2.48
S 0.10 6.03 -3.06
O 0.96 2.47 -2.37
C 2.23 2.22 -1.80
P 3.08 0.86 -2.66
O 2.99 1.11 -4.23
O 2.27 -0.51 -2.42
S 4.91 0.71 -2.08
H 1.84 -1.48 5.25
H 0.35 -0.75 5.41
H -0.83 -1.56 2.90
H -0.86 0.06 3.62
H 0.47 0.94 1.78
H 0.39 -0.55 0.90
H -2.01 0.95 1.95
H -3.12 0.02 -0.18
H -2.94 -0.94 1.25
H -2.45 -1.97 -1.05
H -0.87 -1.29 -0.94
H -1.91 -2.90 1.40
H -0.28 -2.68 0.80
H -1.86 -4.62 -1.99
H -1.51 1.27 -1.70
H 0.04 0.73 -0.95
H 0.41 3.21 -0.53
H 2.88 3.08 -1.91
H 2.18 1.95 -0.74
H 2.25 0.62 -4.60
H 1.93 -0.49 -1.52
```

Output
Largest force on an atom in Eh/bohr: 0.0442
Kohn-Sham gap in eV: 9.12
HOMO level in eV: -8.892
Structure (SMILES): NC(=O)CC[C@H](CCCC(=O)O)OC[C@H](N=C=S)OCP(O)(O)=S
2S+1: 1


Q: Look up the largest force on an atom of the second one.
A: 0.0442 Eh/bohr


Q: Which formula does entry 1 have?
A: C5H10O